{
  "formula": "C22H29N3O4S",
  "method": "ωB97M-V/def2-TZVPD",
  "orbital_gap_ev": 8.508,
  "relative_energy_ev": 26.447,
  "spin_multiplicity": 1,
  "e_homo_ev": -7.99,
  "lumo_energy_ev": 0.5,
  "symbols": ["C", "H", "H", "H", "S", "C", "H", "H", "C", "N", "C", "H", "H", "H", "H", "C", "C", "H", "H", "H", "C", "C", "C", "N", "O", "H", "C", "H", "H", "H", "H", "C", "C", "N", "O", "C", "H", "H", "C", "H", "O", "C", "C", "H", "C", "H", "C", "H", "H", "H", "H", "C", "H", "C", "C", "O", "H", "H", "C"],
  "positions_angstrom": [[1.96, 1.57, 1.67], [2.71, -0.48, 2.45], [3.21, -3.58, -2.43], [-0.60, 1.05, 2.93], [-2.17, -1.88, 1.47], [-3.24, 1.44, -2.82], [-1.91, -3.09, -1.61], [1.59, -0.23, -1.90], [-1.88, 1.10, -0.82], [-2.59, 1.78, -1.57], [-0.61, 1.64, -0.56], [-1.37, -1.38, -3.12], [0.76, -4.04, -2.69], [1.21, 3.97, 3.81], [-0.13, -1.42, -0.41], [2.23, 1.95, 4.56], [-3.03, -1.30, 2.99], [2.25, 2.36, 5.56], [1.07, 3.41, 1.51], [1.65, 2.05, -0.30], [-1.86, -3.28, -2.63], [2.87, 0.25, -0.28], [-0.98, -2.16, -3.32], [0.55, 0.73, 0.05], [-0.10, 2.53, -0.99], [3.40, -1.19, -3.19], [-3.50, 2.54, -3.93], [-3.92, 1.99, -4.53], [2.27, -2.93, -0.95], [-0.82, -2.44, -4.27], [1.45, -2.62, -3.89], [0.02, -0.70, 0.44], [1.25, -2.93, -2.87], [2.49, -0.29, -1.49], [-3.19, 0.21, -3.08], [1.53, 2.44, 2.33], [2.71, 0.09, 4.83], [4.30, -1.50, -1.46], [1.95, 1.05, 0.27], [-2.75, -3.16, -3.04], [0.32, -2.04, -2.65], [1.68, 2.97, 3.58], [3.12, -1.53, -1.88], [-1.87, -0.18, -1.12], [2.47, -2.81, -1.83], [-2.24, 2.75, -1.60], [-2.30, -0.24, 3.57], [-1.45, -4.10, -2.75], [-2.22, 1.11, 0.02], [-3.83, -1.58, 3.36], [-2.55, 0.33, 4.30], [-1.04, 0.12, 2.54], [-2.67, 3.25, -4.08], [-1.18, -0.61, 1.65], [2.32, 0.66, 4.05], [3.83, -0.02, 0.23], [0.92, -1.08, 0.99], [-4.22, 3.07, -3.19], [2.47, 0.28, 2.86]]
}